C51H74BrN2PPtSSi | ωB97M-V with the def2-TZVPD basis set

CARTESIAN COORDINATES (ANGSTROEM)
Pt 0.03 0.07 -0.43
C -4.52 2.64 3.01
C -3.60 3.57 3.78
C -4.08 5.02 3.57
C -3.70 3.24 5.27
C -2.13 3.44 3.33
C -1.21 4.31 3.93
C 0.13 4.25 3.67
C 0.59 3.27 2.79
S 2.23 2.88 2.42
C 1.67 1.53 1.49
N 0.37 1.43 1.37
C -0.29 2.39 2.15
C -1.67 2.49 2.42
C 2.57 0.55 0.92
C 3.92 0.50 1.29
C 4.74 -0.47 0.75
C 4.20 -1.39 -0.14
C 2.86 -1.34 -0.48
C 2.00 -0.36 0.02
H -5.55 2.77 3.36
H -4.25 1.60 3.16
H -4.50 2.86 1.95
H -5.14 5.10 3.82
H -3.95 5.33 2.54
H -3.54 5.72 4.21
H -4.73 3.31 5.60
H -3.10 3.92 5.87
H -3.34 2.23 5.45
H -1.56 5.05 4.64
H 0.83 4.92 4.16
H -2.33 1.78 1.94
H 4.30 1.20 2.02
H 5.79 -0.51 1.02
H 4.84 -2.15 -0.58
H 2.48 -2.08 -1.17
C 1.56 -1.55 -3.57
C 0.65 -2.51 -2.79
C 0.21 -3.68 -3.66
P -0.67 -1.50 -1.97
C -2.08 -2.63 -1.62
C -3.22 -1.80 -1.02
C -1.68 -3.75 -0.66
C -1.33 -0.43 -3.25
C -1.70 -0.87 -4.53
C -2.15 0.00 -5.51
C -2.53 -0.49 -6.88
C -2.21 1.35 -5.17
C -1.89 1.81 -3.92
C -1.46 0.93 -2.90
N -1.24 1.31 -1.61
C -1.49 2.67 -1.32
C -2.81 3.09 -1.16
C -3.92 2.09 -1.34
C -3.08 4.43 -0.89
C -2.06 5.35 -0.72
C -2.34 6.79 -0.35
C -0.75 4.92 -0.89
C -0.45 3.61 -1.23
C 0.97 3.22 -1.56
H 2.50 -2.05 -3.82
H 1.78 -0.66 -2.99
H 1.08 -1.24 -4.50
H 1.21 -2.91 -1.94
H -0.24 -3.35 -4.59
H -0.50 -4.34 -3.16
H 1.09 -4.28 -3.92
H -2.39 -3.04 -2.59
H -2.85 -1.25 -0.14
H -4.04 -2.45 -0.70
H -3.60 -1.08 -1.74
H -1.33 -3.32 0.28
H -0.88 -4.38 -1.06
H -2.54 -4.39 -0.44
H -1.64 -1.93 -4.76
H -2.52 -1.57 -6.93
H -1.85 -0.11 -7.64
H -3.54 -0.15 -7.15
H -2.55 2.06 -5.92
H -1.98 2.87 -3.69
H -3.81 1.26 -0.64
H -3.89 1.67 -2.35
H -4.90 2.55 -1.20
H -4.11 4.75 -0.82
H -3.36 7.07 -0.61
H -1.66 7.46 -0.87
H -2.21 6.94 0.72
H 0.06 5.64 -0.80
H 1.68 3.86 -1.03
H 1.15 3.34 -2.63
H 1.18 2.18 -1.31
C -3.76 -3.99 2.84
C -2.53 -4.49 3.61
C -1.71 -5.36 2.65
C -3.03 -5.39 4.76
Si -1.44 -3.02 4.26
Br -1.13 -1.71 2.42
C -2.32 -1.85 5.51
C -1.45 -0.63 5.84
C -2.66 -2.56 6.82
C -3.63 -1.31 4.91
C 0.37 -3.52 4.74
C 1.16 -4.05 3.53
C 1.15 -2.31 5.28
C 0.35 -4.61 5.83
H -4.23 -4.84 2.34
H -3.51 -3.25 2.08
H -4.51 -3.55 3.50
H -2.38 -6.06 2.14
H -0.98 -5.96 3.20
H -1.19 -4.78 1.89
H -3.53 -6.26 4.33
H -3.75 -4.87 5.39
H -2.22 -5.75 5.39
H -0.64 -0.88 6.52
H -2.06 0.11 6.35
H -1.02 -0.16 4.95
H -1.78 -3.01 7.29
H -3.40 -3.35 6.68
H -3.08 -1.84 7.54
H -3.45 -0.80 3.96
H -4.07 -0.59 5.61
H -4.36 -2.09 4.74
H 1.15 -3.34 2.70
H 0.79 -5.00 3.17
H 2.20 -4.19 3.83
H 1.07 -1.44 4.62
H 2.21 -2.58 5.34
H 0.83 -2.03 6.28
H -0.08 -5.54 5.46
H -0.20 -4.30 6.71
H 1.38 -4.83 6.14

Summary:
total charge: 0
molecular weight: 1081.28 g mol⁻¹
gap between HOMO and LUMO: 6.42 eV
calculated total energy: -5819.79001 hartree
energy relative to the best compared isomer or geometry (same formula, charge and spin): 0.5755 eV
LUMO: 0.00 eV

Atom charges from the Löwdin analysis, given in e for atoms 1 to 8:
1. Pt 0.893
2. C -0.051
3. C -0.552
4. C -0.042
5. C -0.040
6. C -0.149
7. C -0.039
8. C -0.076